ORCA calculation (ωB97M-V with the def2-TZVPD basis set) on a 13-piece molecular cluster, C42H92N8O16S overall at a distorted geometry.

```
159
Properties=species:S:1:pos:R:3:forces:R:3:lowdin_charge:R:1
C 6.67726 1.54459 3.15314 1.35 -0.29 0.23 -0.01
C 5.32606 1.77370 2.58779 -1.19 0.82 -0.66 -0.56
O 4.89735 2.90673 2.40509 0.07 -0.06 -0.13 0.03
N 4.62011 0.66969 2.25031 -0.38 -0.37 0.12 0.03
C 3.26592 0.63867 1.64417 0.46 0.06 0.20 -0.05
H 7.11743 0.55649 3.01896 -0.52 -0.33 0.03 0.08
H 6.70846 1.77279 4.21853 -0.05 0.22 -0.08 0.09
H 7.38708 2.17378 2.61614 -0.19 0.41 0.22 0.09
H 4.99555 -0.14184 2.71996 -0.48 -0.31 -0.51 0.13
H 2.75455 -0.27293 1.95337 0.10 0.06 0.02 0.08
H 3.28751 0.66756 0.55477 0.40 -0.23 -0.10 0.06
H 2.63988 1.49513 1.89447 0.29 0.11 0.59 0.07
C -1.24923 0.61777 0.94059 0.23 -0.09 0.36 0.03
C -0.50762 -0.68300 0.64012 -2.63 0.54 1.04 -0.56
O -1.00485 -1.75033 0.96658 -0.06 -0.99 0.34 0.01
N 0.60238 -0.57364 -0.01676 2.75 -0.70 -2.07 0.06
C 1.27344 -1.73530 -0.68971 0.13 0.27 1.05 0.00
H -1.21958 1.26047 0.06074 -0.02 0.26 0.20 0.07
H -0.81862 1.09647 1.82010 0.44 0.31 -0.16 0.07
H -2.28299 0.46600 1.25109 0.06 -0.43 -0.48 0.06
H 0.94060 0.34792 -0.25431 0.01 -0.01 -0.29 0.10
H 0.97037 -1.89299 -1.72478 -0.08 0.33 0.06 0.07
H 1.09427 -2.66325 -0.14666 -0.43 0.24 0.12 0.06
H 2.35369 -1.62111 -0.59957 0.01 0.36 -0.31 0.08
C -4.11789 3.49876 2.12198 -0.75 -0.41 -0.39 0.03
C -4.64539 2.84216 0.82960 1.21 0.62 3.19 -0.57
O -3.95512 2.13285 0.15835 1.64 -1.11 -1.78 0.03
N -5.91547 3.03415 0.61063 -2.47 1.18 -0.19 0.02
C -6.58941 2.73251 -0.61169 -0.38 -0.73 -0.66 -0.06
H -3.76445 4.50400 1.89250 0.16 -0.09 0.12 0.07
H -3.36202 2.88265 2.60899 0.13 0.24 -0.40 0.06
H -4.96643 3.55615 2.80374 0.07 0.29 0.22 0.08
H -6.50833 3.46584 1.30508 0.53 0.15 0.01 0.15
H -6.86236 3.61684 -1.18752 -0.06 0.19 0.20 0.09
H -7.48611 2.17505 -0.34101 -0.09 -0.06 -0.45 0.09
H -5.95586 2.13101 -1.26354 -0.03 -0.13 0.24 0.09
C -3.11036 4.70648 -1.86181 -0.17 -0.08 -0.70 0.01
C -2.66151 3.64719 -2.85850 0.24 -0.64 0.57 -0.56
O -2.09981 3.94155 -3.88503 0.40 0.32 -1.11 0.04
N -2.82104 2.35948 -2.43587 0.23 0.86 -0.84 0.03
C -2.26262 1.19395 -3.12444 -0.31 -0.64 0.58 -0.06
H -2.85511 5.69237 -2.25037 0.45 -0.16 0.13 0.08
H -2.58910 4.44794 -0.94011 -0.45 0.44 0.31 0.05
H -4.19752 4.74414 -1.79285 -0.05 -0.40 0.52 0.08
H -3.23564 2.29750 -1.51698 -0.01 -0.78 0.08 0.06
H -2.95621 0.36422 -2.98817 -0.08 -0.04 0.04 0.07
H -1.31861 0.86192 -2.69234 0.19 0.18 0.23 0.07
H -2.07842 1.24432 -4.19758 -0.33 0.90 0.11 0.09
C 2.08014 4.80856 4.14908 1.48 1.57 -1.19 0.00
C 1.48540 3.55341 4.56027 0.38 -1.14 3.94 -0.58
O 1.89269 2.98999 5.61172 -0.58 0.62 -1.85 0.00
N 0.45057 3.09423 3.88194 -2.08 -0.97 0.17 0.04
C -0.41722 2.03668 4.53047 1.28 0.65 -1.50 -0.03
H 1.48252 5.51546 3.57355 -0.48 -0.29 -0.02 0.07
H 2.89764 4.51946 3.48862 0.43 0.19 -0.08 0.08
H 2.51006 5.36769 4.98013 -0.04 -0.39 0.08 0.10
H 0.08921 3.65419 3.12303 -0.31 0.04 0.35 0.08
H -1.39490 2.00837 4.04940 0.16 0.06 -0.21 0.05
H -0.56408 2.19189 5.59932 0.43 0.08 -0.12 0.09
H 0.16021 1.14320 4.29302 -0.61 -0.53 0.65 0.08
C -3.24398 -2.46579 -1.52610 -0.25 -0.67 -0.44 0.00
C -3.98263 -3.18943 -0.42448 -2.27 -0.34 -0.90 -0.56
O -5.10598 -3.64020 -0.68537 0.59 0.05 0.63 0.01
N -3.39836 -3.22191 0.76506 1.39 -0.04 1.03 0.03
C -3.89875 -3.77030 2.02140 -1.12 -0.75 -0.43 -0.05
H -2.98442 -1.44822 -1.23409 0.28 -0.14 -0.17 0.08
H -3.93418 -2.50354 -2.36889 -0.14 0.50 0.12 0.08
H -2.41448 -3.07175 -1.89057 0.58 0.34 0.41 0.07
H -2.42559 -2.95991 0.69303 0.05 0.41 0.70 0.07
H -4.40867 -4.71146 1.81572 0.07 -0.21 -0.10 0.08
H -4.67415 -3.17942 2.50896 0.12 0.53 -0.26 0.07
H -3.15920 -3.98730 2.79216 0.51 0.28 -0.56 0.07
C 1.27105 3.19782 -3.57471 1.35 -0.14 0.80 0.03
C 2.11522 2.89115 -2.30471 -0.90 0.59 -1.76 -0.57
O 2.01345 1.83725 -1.72862 -0.49 -1.78 1.15 0.02
N 2.97734 3.81546 -1.90804 1.61 1.19 1.36 0.03
C 3.82180 3.67050 -0.66958 -0.55 -0.27 -0.74 -0.03
H 1.85098 3.81522 -4.26071 -0.08 0.18 0.00 0.08
H 0.35508 3.72213 -3.30230 -0.14 -0.33 -0.20 0.07
H 1.14189 2.23206 -4.06330 -0.54 0.19 0.05 0.07
H 3.02042 4.68658 -2.41735 0.04 -0.20 0.15 0.13
H 4.13714 2.63787 -0.52010 -0.03 0.01 -0.47 0.07
H 3.27870 3.89897 0.24745 -0.06 0.30 -0.16 0.05
H 4.71557 4.28837 -0.75634 -0.23 0.06 -0.02 0.09
C -0.56797 -6.20604 -3.13946 0.11 -0.20 -1.29 0.01
C -0.62585 -4.74910 -3.54900 0.85 0.92 0.85 -0.51
O 0.09741 -3.91298 -2.97148 -1.20 -0.92 -0.79 0.00
N -1.47066 -4.40885 -4.56786 -0.05 0.32 0.44 0.02
C -1.78984 -3.01580 -4.85389 0.67 0.25 -0.43 -0.06
H -0.68952 -6.41048 -2.07573 -0.21 0.37 -0.15 0.08
H 0.41043 -6.58208 -3.43850 0.20 0.04 0.17 0.07
H -1.26331 -6.76576 -3.76501 -0.25 -0.24 0.42 0.07
H -1.92992 -5.08532 -5.16078 0.14 -0.18 0.61 0.13
H -2.51791 -2.56791 -4.17757 -0.08 -0.31 0.03 0.06
H -2.14705 -2.94560 -5.88130 -0.10 -0.01 0.10 0.09
H -0.88366 -2.41363 -4.78816 0.03 -0.04 0.03 0.08
C 3.27133 -5.46564 -1.60955 -2.64 -0.52 -0.40 -0.22
C 3.34762 -5.54109 -3.14963 1.42 0.69 0.16 -0.12
O 4.78993 -5.72043 -3.38372 0.99 0.10 0.40 -0.23
S 5.76619 -5.26055 -2.09584 -0.66 0.71 -0.13 0.76
O 6.07631 -3.82281 -2.18946 -0.87 -3.03 0.11 -0.27
O 6.87216 -6.18919 -1.84233 -2.82 1.70 -0.76 -0.25
O 4.52313 -5.53048 -1.03013 3.10 0.62 -0.30 -0.19
H 2.74561 -6.31442 -1.17220 -0.13 -0.14 -0.29 0.12
H 2.66878 -4.60345 -1.32377 0.54 0.31 0.16 0.11
H 2.99747 -4.64111 -3.65513 0.45 0.50 0.40 0.11
H 2.75651 -6.28677 -3.68128 0.60 -0.80 0.54 0.11
C 0.92424 5.43834 0.46230 -0.76 -0.49 -0.25 -0.14
C 0.11719 6.63962 0.91539 -0.33 0.51 0.87 -0.15
C -1.18916 6.06072 1.45947 -0.24 -0.16 1.62 -0.18
O -0.89592 4.71110 1.85086 0.88 -0.51 -0.85 -0.19
C -0.01363 4.22854 0.82464 0.21 0.50 -1.41 -0.17
H 1.89189 5.38271 0.96096 -0.13 -0.08 -0.07 0.09
H 1.05654 5.64056 -0.60058 0.33 -0.99 -0.10 0.10
H -0.02992 7.34846 0.10052 -0.12 0.05 0.19 0.11
H 0.64925 7.12897 1.73120 -0.14 0.28 -0.06 0.11
H -2.06739 6.13214 0.81783 0.18 -0.27 -0.56 0.10
H -1.51506 6.44546 2.42584 0.10 0.77 -0.15 0.12
H -0.65615 3.93599 -0.00583 0.01 0.26 -0.50 0.10
H 0.52549 3.30000 1.01246 0.01 0.16 0.96 0.10
C 4.67117 -1.06929 -4.69754 2.31 -1.43 -0.39 -0.21
C 3.84932 -0.68008 -3.55048 -0.96 -0.66 1.61 -0.17
C 2.48072 -0.59891 -4.17925 -0.23 0.85 0.07 -0.21
O 2.75988 -0.07533 -5.45631 -1.57 -0.38 -1.20 -0.14
C 4.08304 -0.38258 -5.85067 -0.06 2.57 -0.68 -0.22
H 4.61848 -2.14366 -4.87373 -0.05 -0.23 0.20 0.12
H 5.72469 -0.85517 -4.51769 0.09 0.06 -0.26 0.13
H 4.12897 0.27942 -3.11545 0.01 0.00 0.01 0.12
H 3.91068 -1.47239 -2.80443 -0.04 0.27 0.40 0.11
H 1.86479 0.16017 -3.69703 -0.26 -0.36 0.25 0.09
H 1.94428 -1.54248 -4.27926 0.02 -0.30 0.30 0.11
H 4.42475 0.64728 -5.95427 1.15 -0.03 -0.30 0.12
H 4.20513 -0.84000 -6.83249 -0.46 -0.45 0.10 0.12
C -0.01950 -5.27789 1.96586 -1.19 -0.06 -0.41 -0.16
C 0.83724 -4.58718 3.04267 0.18 -0.86 -0.43 -0.14
C 2.24941 -4.76346 2.47739 -0.50 -0.58 -0.52 -0.18
O 2.06908 -4.75933 1.05163 -0.10 0.27 -0.79 -0.19
C 0.79427 -5.37383 0.67032 0.91 0.92 1.80 -0.17
H -0.92812 -4.70622 1.77689 -0.01 0.12 0.04 0.08
H -0.38039 -6.27351 2.22391 0.23 -0.03 0.45 0.11
H 0.68217 -5.13083 3.97460 0.19 0.38 0.22 0.11
H 0.57452 -3.53354 3.13704 0.01 -0.08 0.05 0.11
H 2.70491 -5.72194 2.72626 -0.19 -0.29 0.36 0.12
H 2.98161 -4.01842 2.78868 -0.21 0.32 -0.39 0.12
H 0.94945 -6.41163 0.37538 0.10 -0.04 -0.16 0.11
H 0.31231 -4.79604 -0.11833 0.41 0.01 -0.23 0.10
C -4.16303 0.42995 3.74420 -0.01 1.01 0.95 -0.16
C -3.07615 -0.42497 4.36664 0.33 -0.33 0.28 -0.17
C -3.83174 -1.61696 4.88715 -0.59 -1.59 0.09 -0.19
O -5.20411 -1.55092 4.39368 0.82 -0.01 0.47 -0.14
C -5.48671 -0.16830 4.26600 0.81 -0.06 -1.30 -0.19
H -3.99319 0.44638 2.66764 -0.71 0.07 -0.02 0.10
H -4.10450 1.43145 4.17044 0.14 0.30 -0.46 0.10
H -2.53741 0.03941 5.19261 0.00 0.25 -0.15 0.11
H -2.35434 -0.76298 3.62311 0.09 0.19 -0.01 0.10
H -3.81127 -1.76179 5.96729 -0.32 0.63 0.29 0.12
H -3.35667 -2.53844 4.55059 -0.43 -0.14 -0.42 0.10
H -5.79176 0.28784 5.20779 0.10 -0.02 0.26 0.12
H -6.27063 0.00868 3.52962 -0.23 -0.39 0.10 0.12
```
Forces are in eV/Å.

Output
energy: -100561.25482 eV
total charge: 0
2S+1: 1
max |F|: 4.12 eV/A